93
Properties=species:S:1:pos:R:3:forces:R:3 method="wB97M-V/def2-TZVPD" homo_lumo_gap_ev=8.93 homo_energy_ha=-0.345 largest_force_ev_per_a=3.11 total_charge=0
C -1.891184 7.621953 1.215489 0.2 0.2 0.1
C -2.105177 6.744320 -0.099714 0.0 0.3 1.7
C -2.996516 5.511112 0.301509 -0.3 0.3 -0.5
C -3.968413 4.999936 -0.834920 0.1 0.0 0.6
C -4.104175 3.442298 -0.745804 -0.7 2.2 1.2
N -2.849264 2.685342 -1.057672 -2.5 -1.0 -1.6
C -2.161935 2.987216 -2.275311 1.5 -1.4 -1.6
O -1.799303 4.029188 -2.743448 -0.5 0.6 0.9
C -1.822961 1.672512 -3.019851 -0.7 -2.3 0.7
C -0.949256 1.394547 -4.126559 -1.1 -1.4 1.1
C -0.857483 -0.003090 -4.529798 -0.8 0.9 1.3
C -1.598226 -1.069121 -3.848051 -0.2 1.2 -0.2
C -1.382338 -2.511168 -4.335360 0.3 -0.7 0.2
Cl -2.086535 -3.085026 -5.884303 0.2 1.0 1.0
C -0.640106 -3.406715 -3.646272 0.5 0.7 0.6
C 0.057524 -3.069539 -2.290683 -0.2 -0.5 -0.6
Cl -0.344661 -5.076852 -4.239680 -0.3 1.4 0.5
C -2.503019 -0.767450 -2.739786 0.5 0.6 -1.0
C -3.340913 -1.833744 -1.997512 0.7 0.5 0.4
C -2.835371 -1.940192 -0.477481 -0.9 -0.9 -0.9
O -1.574634 -1.298192 -0.284584 -0.9 0.3 1.4
Si -1.321183 -0.733692 1.308437 0.9 0.7 0.4
C 0.198137 0.440920 1.210548 -0.4 -0.6 -0.6
C -0.874678 -2.092814 2.559200 0.0 -0.3 0.3
C -2.750251 0.279893 2.042839 -0.3 0.1 0.4
C -2.574948 0.615830 -2.359544 1.6 1.5 -1.2
C -3.356489 1.330302 -1.243760 1.8 -2.2 -1.1
O -4.248894 0.779308 -0.663802 -0.2 0.9 0.6
H -0.813325 7.872607 1.383104 -0.9 -0.1 -0.2
H -2.468230 8.584054 1.186275 0.5 -0.8 -0.1
H -2.230780 7.088247 2.141340 0.3 0.3 -0.8
H -2.612389 7.409537 -0.841186 0.5 -0.8 0.3
H -1.086848 6.426324 -0.438251 -1.1 0.2 -0.2
H -2.359585 4.674367 0.696868 -0.4 0.7 -0.5
H -3.652099 5.828370 1.158384 0.6 -0.3 -0.7
H -4.977465 5.445315 -0.614685 0.8 -0.6 -0.3
H -3.701350 5.373928 -1.856057 0.0 -0.5 0.9
H -4.998527 3.133299 -1.337383 1.0 -0.2 0.1
H -4.351315 3.209332 0.325420 0.2 0.1 -1.0
H -0.377490 2.210877 -4.605398 -0.4 -0.7 0.2
H -0.162941 -0.235109 -5.363646 -0.7 -0.1 0.7
H 0.002748 -1.984499 -2.049550 -0.2 -0.9 -0.3
H 1.138590 -3.355925 -2.317484 -0.9 0.0 -0.1
H -0.457180 -3.653533 -1.486882 0.5 0.5 -0.5
H -3.274196 -2.847443 -2.468858 0.0 1.1 0.2
H -4.398844 -1.477432 -1.987779 0.8 -0.4 0.0
H -2.741512 -3.032981 -0.254267 0.0 0.8 0.0
H -3.665483 -1.537731 0.151109 0.9 -0.1 -0.2
H -0.074901 1.254999 0.493350 0.4 -0.3 0.7
H 0.498572 0.829122 2.214735 -0.3 -0.2 -0.9
H 1.043301 -0.130037 0.753233 -0.5 0.5 0.4
H -1.430025 -3.055455 2.422042 0.5 0.7 0.1
H -1.092031 -1.713362 3.595761 0.1 -0.3 -0.9
H 0.228708 -2.276957 2.518319 -0.9 -0.1 0.0
H -3.770431 -0.145696 1.873028 0.8 0.5 0.0
H -2.606750 0.271654 3.160350 0.0 0.1 -1.0
H -2.694480 1.350304 1.707263 -0.2 -1.0 0.2
F 2.976570 2.883810 3.083790 0.2 0.0 0.1
C 4.039846 2.802076 3.908391 0.4 -0.6 -0.4
F 4.302858 1.480348 4.068688 0.0 0.1 0.3
C 3.799115 3.452051 5.273545 -0.7 0.2 0.6
F 2.898618 2.749606 5.997774 0.1 -0.1 -0.2
F 4.974113 3.374424 5.963494 0.2 0.1 -0.4
C 3.383792 4.935278 5.273275 0.3 0.7 0.4
O 1.989208 5.239655 5.326168 -0.2 -0.8 -0.7
C 1.259791 5.176968 4.137873 1.2 0.9 0.5
F 2.107667 5.188395 3.091373 -0.4 -0.1 -0.2
F 0.557578 6.327410 4.061746 -0.3 -0.3 0.0
C 0.275870 4.001974 4.100861 -0.7 -0.5 0.1
F 0.867455 2.828216 4.402709 0.0 0.2 0.1
F -0.255729 3.870043 2.862774 0.1 0.3 -0.1
H 4.901223 3.254299 3.408927 0.0 0.1 0.1
H 3.773077 5.349197 6.204763 -0.1 -0.2 0.1
H 3.886950 5.500916 4.486647 -0.1 -0.3 -0.1
H -0.538621 4.155153 4.814339 0.1 0.2 0.0
F 4.704337 -9.106130 -2.448932 -0.1 0.1 -0.2
C 4.201690 -8.693259 -3.629693 0.4 -0.6 -0.5
F 5.220279 -8.753809 -4.524675 -0.2 0.2 -0.1
C 3.635494 -7.271786 -3.583467 0.1 0.8 0.5
F 4.620076 -6.357611 -3.426954 0.1 -0.2 -0.1
F 3.087087 -7.022706 -4.808048 -0.1 -0.4 0.0
C 2.535265 -6.995776 -2.542034 -0.7 0.3 0.0
O 2.932178 -6.452156 -1.280530 0.9 -0.7 0.0
C 3.433265 -7.327436 -0.315991 -1.4 0.1 -0.8
F 3.104320 -8.591418 -0.645147 0.3 -0.1 0.4
F 2.767577 -7.054168 0.827025 0.4 0.1 0.1
C 4.934293 -7.143623 -0.061242 0.7 0.2 0.2
F 5.652245 -7.170612 -1.201097 -0.2 0.1 0.1
F 5.403531 -8.139128 0.728705 -0.3 0.0 0.0
H 3.436238 -9.406249 -3.948581 -0.1 0.1 0.0
H 1.911560 -6.212459 -2.974529 0.2 0.1 0.0
H 1.864221 -7.847952 -2.417839 0.3 -0.1 0.0
H 5.125473 -6.186797 0.432612 -0.2 0.0 0.0